Entry 1:
53
Properties=species:S:1:pos:R:3:forces:R:3 method="wB97M-V/def2-TZVPD" relative_energy_kcal_mol=0.0 largest_force_ev_per_a=0.6 gap_ev=8.7 charge=0 lumo_energy_ev=0.4994 smiles="COc1cccc([C@H]2CCN(CC(=O)Nc3cc(Cl)ccc3OC)C[C@@H]2O)c1" total_energy_ha=-1685.8900
C -2.582187 1.754608 5.352103 -0.1 0.2 0.0
O -1.867516 0.550711 5.235037 0.2 -0.3 -0.1
C -1.517078 0.116486 3.988847 0.1 -0.2 0.0
C -0.838074 -1.100066 3.938785 -0.1 0.1 0.2
C -0.445391 -1.619068 2.723001 0.0 0.0 0.1
C -0.715578 -0.939504 1.547615 0.0 0.1 -0.1
C -1.385008 0.275268 1.583920 0.0 0.0 0.0
C -1.673700 1.032952 0.311800 0.0 -0.4 -0.2
C -0.370053 1.403891 -0.404836 -0.2 0.2 -0.2
C -0.657462 2.084243 -1.747972 0.1 0.0 0.1
N -1.529247 1.334557 -2.627831 0.1 -0.1 -0.1
C -0.911136 0.336333 -3.477631 -0.2 0.1 0.0
C -0.239023 -0.829583 -2.745306 0.1 0.3 -0.4
O -0.850263 -1.806069 -2.371158 -0.2 -0.2 0.1
N 1.093873 -0.633006 -2.531259 0.4 0.2 -0.2
C 1.960720 -1.366432 -1.718993 0.2 0.0 0.1
C 1.598124 -2.541271 -1.080251 0.0 -0.1 0.0
C 2.511546 -3.178859 -0.253856 0.3 0.3 -0.1
Cl 2.041147 -4.629932 0.553825 -0.1 -0.2 0.1
C 3.781972 -2.670360 -0.067831 -0.2 -0.2 0.0
C 4.150907 -1.499258 -0.714289 0.0 0.2 -0.2
C 3.254855 -0.836597 -1.534135 -0.1 -0.1 0.0
O 3.513227 0.333585 -2.203453 -0.4 -0.4 0.1
C 4.786803 0.916370 -2.059956 0.2 0.2 0.0
C -2.759664 0.962217 -1.964524 -0.1 -0.3 0.2
C -2.588852 0.218509 -0.623949 0.3 0.4 -0.2
O -3.843469 -0.025942 -0.032801 -0.4 0.0 0.1
C -1.784122 0.797663 2.807972 -0.1 0.1 0.2
H -2.003580 2.606308 4.977585 0.0 0.0 0.0
H -3.541262 1.706816 4.825554 0.0 0.0 0.0
H -2.764559 1.887597 6.417574 0.0 0.0 -0.1
H -0.637849 -1.616266 4.864116 0.0 -0.1 0.1
H 0.075490 -2.564071 2.687137 0.1 -0.1 0.0
H -0.409377 -1.367821 0.605949 0.0 -0.1 -0.2
H -2.206096 1.961932 0.561720 0.0 0.0 0.0
H 0.223121 0.503354 -0.551277 0.1 0.0 0.1
H 0.209148 2.080607 0.227695 0.1 0.0 0.0
H 0.276759 2.296888 -2.273677 0.0 0.1 0.0
H -1.156795 3.042245 -1.555858 0.1 0.0 0.0
H -1.697976 -0.081249 -4.110672 0.2 -0.1 0.0
H -0.183716 0.849339 -4.115584 0.0 -0.1 0.0
H 1.519281 0.207324 -2.899723 -0.2 -0.1 0.0
H 0.611625 -2.947876 -1.228904 0.0 0.0 0.0
H 4.483947 -3.176438 0.574484 0.1 -0.1 0.1
H 5.145652 -1.114206 -0.560408 0.1 0.1 0.0
H 4.988433 1.184817 -1.018719 0.0 0.0 0.0
H 5.574418 0.251601 -2.426647 0.0 0.0 0.0
H 4.766226 1.819710 -2.667755 0.1 -0.1 0.1
H -3.357796 0.346294 -2.637709 -0.1 0.0 0.0
H -3.313448 1.892723 -1.773025 -0.1 -0.1 0.1
H -2.169637 -0.773633 -0.801025 0.1 0.2 0.0
H -4.260164 0.820127 0.170680 0.0 0.0 0.0
H -2.307194 1.742432 2.825614 -0.1 0.1 0.0


Entry 2:
53
Properties=species:S:1:pos:R:3:forces:R:3 method="wB97M-V/def2-TZVPD" relative_energy_kcal_mol=47.1 largest_force_ev_per_a=0.6 gap_ev=8.6 charge=0 lumo_energy_ev=0.5610 smiles="CCOC(=O)c1ccc(NC(=O)N2CCN(c3ccccc3OC)CC2)cc1" total_energy_ha=-1280.4847
C 2.600401 7.433510 -2.700671 -0.2 -0.4 0.0
C 1.868528 6.342350 -3.469877 -0.1 0.6 -0.2
O 1.819408 5.124550 -2.731161 0.1 -0.3 0.1
C 0.848234 5.017933 -1.806438 -0.2 0.2 -0.1
O 0.026132 5.881140 -1.606736 0.1 -0.1 0.0
C 0.897960 3.732515 -1.082606 0.0 -0.2 0.2
C -0.038687 3.492351 -0.077959 0.3 0.1 -0.3
C -0.034009 2.311660 0.631911 -0.1 -0.1 0.2
C 0.918485 1.332292 0.346503 -0.1 0.4 -0.2
N 0.980948 0.111902 1.000916 0.3 -0.5 0.0
C 0.185055 -0.349758 2.035853 0.4 -0.2 0.0
O -0.627528 0.343889 2.613610 -0.4 0.4 0.1
N 0.426662 -1.643718 2.391879 0.0 -0.1 0.1
C 1.219084 -2.580579 1.618143 0.2 -0.2 -0.1
C 0.749931 -4.019847 1.906849 0.2 0.2 -0.1
N -0.689959 -4.093876 1.868314 0.0 0.1 0.0
C -1.255924 -4.085046 0.574248 -0.2 -0.1 -0.1
C -1.173489 -5.274406 -0.141464 -0.1 0.2 -0.1
C -1.698581 -5.397029 -1.414111 0.0 0.0 -0.1
C -2.334291 -4.314829 -1.991651 0.0 -0.1 0.0
C -2.423524 -3.115895 -1.305596 -0.1 0.2 0.0
C -1.878855 -2.975862 -0.035053 0.1 0.0 0.1
O -1.886589 -1.801215 0.662590 0.2 -0.5 0.0
C -2.561531 -0.684830 0.137018 -0.2 0.3 -0.1
C -1.299224 -3.319266 2.937252 -0.2 -0.1 0.4
C -0.364789 -2.214653 3.460930 -0.2 0.0 0.1
C 1.858083 1.573120 -0.662062 0.0 -0.1 0.1
C 1.851370 2.755907 -1.366215 -0.1 0.2 0.0
H 3.600389 7.099863 -2.433335 0.1 0.0 0.0
H 2.053469 7.674177 -1.792448 0.0 0.1 0.0
H 2.674489 8.326393 -3.314922 0.0 0.1 -0.1
H 2.393122 6.092767 -4.395039 -0.1 0.0 0.1
H 0.845689 6.662857 -3.695183 0.2 -0.1 0.0
H -0.770461 4.256517 0.135538 -0.1 0.1 0.0
H -0.750586 2.138009 1.416262 0.0 0.0 0.0
H 1.730906 -0.486544 0.690759 -0.2 0.0 0.1
H 1.068267 -2.400364 0.547135 0.0 0.0 0.1
H 2.288794 -2.479101 1.854996 0.0 0.0 -0.1
H 1.089544 -4.348410 2.892308 0.1 0.0 -0.1
H 1.172240 -4.689176 1.155370 0.1 0.0 0.1
H -0.691361 -6.116463 0.332101 0.0 -0.1 0.1
H -1.621251 -6.333995 -1.943964 0.0 -0.1 0.0
H -2.760131 -4.392697 -2.980473 0.0 0.0 -0.1
H -2.906476 -2.276160 -1.780098 0.0 0.1 0.0
H -3.621370 -0.898301 -0.032470 0.0 0.0 0.0
H -2.461560 0.089092 0.896471 0.0 0.0 -0.1
H -2.103189 -0.337286 -0.795011 0.0 0.0 0.0
H -1.527120 -4.005805 3.764621 0.0 0.2 0.0
H -2.235327 -2.889277 2.587842 0.1 -0.1 0.1
H -0.945321 -1.403668 3.900376 0.1 -0.2 0.0
H 0.313121 -2.615641 4.222620 -0.1 0.0 0.0
H 2.599361 0.817938 -0.887804 0.1 -0.1 0.0
H 2.581461 2.932966 -2.140066 0.1 0.0 0.0


Entry 3:
51
Properties=species:S:1:pos:R:3:forces:R:3 method="wB97M-V/def2-TZVPD" relative_energy_kcal_mol=57.9 largest_force_ev_per_a=0.6 gap_ev=8.7 charge=0 lumo_energy_ev=0.5975 smiles="COc1cccc(NC(=S)N2CCN(C/C=C/c3ccccc3)CC2)c1" total_energy_ha=-1452.8903
C -4.209756 -2.586564 1.667401 -0.2 0.2 0.1
O -3.208639 -3.431868 1.155707 0.3 -0.2 -0.2
C -2.373751 -2.951511 0.195859 0.2 -0.1 -0.1
C -1.428571 -3.853415 -0.296983 -0.1 0.0 0.1
C -0.559176 -3.465781 -1.294998 -0.1 0.0 0.1
C -0.593476 -2.178264 -1.800101 -0.1 0.3 0.0
C -1.510856 -1.266128 -1.289696 0.1 -0.6 0.2
N -1.524597 0.031247 -1.813369 0.3 0.1 -0.1
C -2.063511 1.171707 -1.280743 -0.1 0.2 0.0
S -2.696593 2.285408 -2.336592 -0.2 0.3 -0.5
N -2.002914 1.375065 0.052036 0.0 -0.3 -0.4
C -2.537119 2.594858 0.618569 -0.2 0.4 0.1
C -1.421865 3.654393 0.756106 -0.1 0.1 0.1
N -0.115172 3.052849 0.989492 0.2 0.0 0.0
C 0.694578 2.952172 -0.229313 -0.1 0.1 -0.1
C 1.927680 2.139241 -0.006988 -0.1 0.0 -0.2
C 2.167663 0.992966 -0.638633 -0.2 0.4 0.1
C 3.323148 0.126153 -0.445008 0.4 -0.3 0.0
C 4.532873 0.592060 0.069402 -0.1 0.0 0.0
C 5.599978 -0.267552 0.245863 0.1 0.0 0.1
C 5.480923 -1.607996 -0.083739 0.0 -0.1 0.0
C 4.285875 -2.083620 -0.597340 0.1 -0.1 0.0
C 3.219981 -1.224296 -0.781640 0.0 0.2 0.0
C -0.265650 1.812704 1.716071 -0.1 -0.1 0.0
C -1.025831 0.733297 0.910894 0.3 -0.2 0.4
C -2.415762 -1.657648 -0.305799 -0.2 0.0 0.1
H -3.782153 -1.710639 2.166919 0.0 0.0 0.0
H -4.754637 -3.183417 2.396905 0.0 0.1 0.0
H -4.898930 -2.257132 0.883413 0.0 0.0 0.0
H -1.410900 -4.851730 0.108018 0.0 -0.1 0.1
H 0.156689 -4.173453 -1.684629 0.1 -0.1 0.0
H 0.079911 -1.876040 -2.588391 0.1 0.1 -0.1
H -1.402893 0.093075 -2.816576 -0.1 0.1 0.2
H -3.334690 2.964454 -0.025808 0.1 -0.1 0.2
H -2.955866 2.344852 1.597957 0.0 0.0 0.0
H -1.656360 4.312889 1.599833 -0.1 0.0 -0.1
H -1.375166 4.260649 -0.148749 0.0 0.0 0.0
H 0.981245 3.978255 -0.489803 -0.1 -0.1 -0.1
H 0.131625 2.536939 -1.077358 0.1 0.0 0.0
H 2.613377 2.527425 0.732454 0.2 0.0 0.2
H 1.437562 0.625099 -1.351562 -0.2 0.0 -0.1
H 4.641786 1.637857 0.313936 0.0 0.1 0.0
H 6.532697 0.109511 0.639759 0.1 0.0 0.0
H 6.317055 -2.277217 0.055007 0.1 0.0 0.0
H 4.186252 -3.127315 -0.857987 0.0 -0.1 0.0
H 2.287027 -1.602624 -1.176162 -0.1 0.0 0.0
H 0.720082 1.427471 1.981411 -0.1 -0.1 0.1
H -0.799283 2.046693 2.641088 0.1 -0.1 0.0
H -1.519238 0.031964 1.595305 0.1 0.0 -0.1
H -0.317912 0.172281 0.301104 -0.1 0.0 0.1
H -3.156738 -0.949310 0.027439 -0.1 0.1 0.1